Below is C4H6O2Tm as an isolated structure, with properties calculated with wB97M-V/def2-TZVPD.

```
13
Properties=species:S:1:pos:R:3:forces:R:3
O 1.44801 0.21201 -0.23736 0.96 0.72 0.29
O 0.42901 0.73386 -2.33944 0.27 0.07 -0.07
H -0.38916 1.18892 0.21366 -0.02 -0.34 -0.10
H 0.16046 1.61803 -2.06395 -0.21 -0.03 -0.01
C -0.43974 -0.85023 1.01639 -0.16 -0.70 -2.28
C 0.52181 -0.11445 -1.28541 -0.19 -0.37 -0.40
Tm 3.12886 2.26713 0.15263 -0.34 -0.63 -0.12
C -1.72864 -1.03339 1.35591 1.43 2.47 3.36
C 0.01694 0.18269 0.05216 -0.37 -0.08 -0.17
H 0.23725 -1.70011 1.17203 0.35 0.83 0.90
H 0.60771 -1.14896 -1.62160 -0.05 0.30 0.09
H -1.51477 -1.07249 2.50012 -1.77 -1.95 -1.35
H -2.47774 -0.28300 1.08487 0.12 -0.30 -0.14
```
Positions in Å, forces in eV/Å.

ΔE to the lowest compared entry with this formula, charge and spin ... 5.4 kJ/mol
Max |F| ... 4.4 eV/A
Total charge ... +1
Multiplicity ... 3
HOMO (alpha / beta) ... -10.439 / -12.545 eV

Here are the Mulliken charges for atoms 1 to 2, given in e: number 1, O, carries -0.27; number 2, O, carries -0.47